(one)
C10H30O5 | ωB97M-V with the def2-TZVPD basis set

LUMO energy, eV: 0.220
Frontier orbital gap, Eh: 0.3436
HOMO energy, eV: -9.13
SMILES: CCO.CCO.CCO.CCO.CCO

Last column: natural (NBO) charge in e.
CARTESIAN COORDINATES (ANGSTROEM)
1 C -5.171 -0.673 1.191  -0.567
2 C -6.165 -0.558 2.420  -0.059
3 O -5.308 -0.925 3.471  -0.722
4 H -4.893 -1.584 1.252  0.197
5 H -4.428 -0.182 1.295  0.184
6 H -5.659 -0.366 0.280  0.190
7 H -6.941 -1.275 2.433  0.162
8 H -6.368 0.437 2.523  0.157
9 H -5.818 -0.561 4.341  0.457
10 C 2.602 -3.102 0.474  -0.616
11 C 2.919 -2.831 -0.965  -0.039
12 O 2.404 -1.586 -1.229  -0.738
13 H 2.762 -4.046 0.741  0.217
14 H 1.621 -2.717 0.509  0.210
15 H 3.207 -2.563 1.102  0.211
16 H 2.232 -3.622 -1.558  0.147
17 H 3.895 -2.996 -1.227  0.179
18 H 2.618 -1.274 -2.157  0.507
19 C -1.406 3.498 -3.207  -0.630
20 C -0.963 2.295 -2.348  -0.022
21 O -0.505 2.661 -1.097  -0.752
22 H -1.995 3.401 -3.940  0.196
23 H -0.430 3.750 -3.528  0.205
24 H -1.796 4.005 -2.349  0.222
25 H -0.164 1.596 -2.875  0.140
26 H -1.916 1.581 -2.108  0.118
27 H -0.012 1.900 -0.818  0.503
28 C -1.231 -1.002 0.399  -0.651
29 C 0.026 -0.028 0.884  -0.056
30 O 0.841 0.371 -0.245  -0.837
31 H -0.864 -1.855 -0.270  0.206
32 H -1.936 -0.508 -0.258  0.210
33 H -1.707 -1.234 1.450  0.215
34 H 0.708 -0.738 1.177  0.165
35 H -0.208 0.780 1.502  0.188
36 H 1.637 -0.408 -0.504  0.518
37 C 4.108 1.280 1.180  -0.624
38 C 4.430 1.501 -0.218  -0.073
39 O 4.920 0.213 -0.689  -0.765
40 H 5.007 1.087 1.870  0.205
41 H 3.333 0.549 1.435  0.206
42 H 3.765 2.158 1.719  0.211
43 H 5.116 2.331 -0.309  0.180
44 H 3.601 1.767 -0.710  0.171
45 H 4.134 -0.528 -1.037  0.471



(two)
C10H30O5 | ωB97M-V with the def2-TZVPD basis set

LUMO energy, eV: 0.344
Frontier orbital gap, Eh: 0.3101
HOMO energy, eV: -8.10

Last column: natural (NBO) charge in e.
CARTESIAN COORDINATES (ANGSTROEM)
1 C -0.343 -0.250 3.190  -0.648
2 C 0.319 1.065 2.719  -0.097
3 O 1.294 1.358 3.779  -0.739
4 H 0.106 -1.076 2.639  0.226
5 H -1.282 -0.191 2.641  0.186
6 H -0.484 -0.459 4.251  0.226
7 H -0.332 1.938 2.753  0.156
8 H 0.841 1.031 1.762  0.214
9 H 0.896 1.974 4.399  0.461
10 C 2.227 -3.672 -2.385  -0.632
11 C 2.280 -2.070 -2.520  -0.040
12 O 1.529 -1.570 -3.597  -0.747
13 H 1.193 -4.015 -2.424  0.216
14 H 2.773 -3.899 -1.469  0.211
15 H 2.765 -4.186 -3.181  0.212
16 H 3.252 -1.623 -2.729  0.154
17 H 1.950 -1.585 -1.601  0.143
18 H 1.616 -0.626 -3.743  0.478
19 C 0.864 -1.616 0.612  -0.649
20 C 0.672 -0.699 -0.643  -0.070
21 O 0.356 0.547 -0.108  -0.742
22 H 1.567 -1.171 1.315  0.208
23 H 1.188 -2.644 0.451  0.212
24 H -0.115 -1.636 1.092  0.225
25 H -0.093 -1.114 -1.299  0.202
26 H 1.664 -0.663 -1.095  0.182
27 H -0.523 0.544 0.279  0.519
28 C -3.012 1.502 0.199  -0.640
29 C -1.771 0.993 0.958  -0.161
30 O -1.639 -0.362 0.799  -0.740
31 H -3.953 1.144 0.615  0.211
32 H -2.984 1.186 -0.844  0.230
33 H -2.842 2.578 0.231  0.217
34 H -1.658 1.231 2.015  0.204
35 H -0.826 1.404 0.604  0.249
36 H -2.368 -0.733 1.301  0.500
37 C -1.179 1.435 -1.679  -0.637
38 C -0.454 2.621 -0.954  -0.111
39 O 0.920 2.144 -0.747  -0.807
40 H -2.234 1.543 -1.931  0.185
41 H -1.112 0.538 -1.064  0.200
42 H -0.652 1.272 -2.619  0.221
43 H -0.989 3.001 -0.084  0.139
44 H -0.439 3.522 -1.566  0.200
45 H 1.013 1.288 -0.322  0.471



(three)
C10H30O5 | ωB97M-V with the def2-TZVPD basis set

LUMO energy, eV: 0.598
Frontier orbital gap, Eh: 0.3730
HOMO energy, eV: -9.55
SMILES: CCO.CCO.CCO.CCO.CCO

Last column: natural (NBO) charge in e.
CARTESIAN COORDINATES (ANGSTROEM)
1 C -1.554 -3.832 -4.887  -0.620
2 C -1.541 -3.556 -3.346  -0.049
3 O -0.353 -2.834 -3.037  -0.761
4 H -0.690 -4.419 -5.188  0.222
5 H -1.682 -2.680 -5.244  0.204
6 H -2.474 -4.295 -5.046  0.202
7 H -1.590 -4.605 -2.875  0.131
8 H -2.408 -3.045 -2.905  0.158
9 H -0.338 -2.503 -2.054  0.501
10 C -0.250 0.746 -0.895  -0.629
11 C 1.029 -0.175 -0.501  -0.067
12 O 0.658 -1.511 -0.482  -0.735
13 H -0.973 0.743 -0.147  0.209
14 H -0.691 0.725 -1.919  0.233
15 H 0.268 1.867 -0.827  0.199
16 H 1.668 -0.057 0.543  0.162
17 H 1.868 -0.263 -1.308  0.163
18 H 1.454 -1.850 -0.446  0.472
19 C -1.636 2.244 3.592  -0.653
20 C -0.863 1.119 4.276  -0.072
21 O -0.808 1.535 5.653  -0.775
22 H -1.309 3.347 3.753  0.237
23 H -2.747 2.440 3.774  0.224
24 H -1.623 1.955 2.510  0.207
25 H 0.313 1.286 4.171  0.174
26 H -1.073 0.099 4.307  0.188
27 H -0.501 1.007 6.323  0.470
28 C -1.227 4.816 0.275  -0.636
29 C -2.035 4.224 -0.856  -0.052
30 O -3.168 4.977 -0.971  -0.726
31 H -0.132 4.187 0.213  0.191
32 H -1.677 4.425 1.192  0.236
33 H -0.942 5.867 -0.061  0.240
34 H -2.389 3.125 -0.671  0.126
35 H -1.605 4.092 -1.790  0.154
36 H -3.799 4.558 -1.597  0.469
37 C 4.296 -1.782 0.468  -0.623
38 C 3.824 -3.122 1.063  -0.048
39 O 2.630 -3.485 0.446  -0.734
40 H 3.593 -0.893 0.411  0.203
41 H 4.584 -1.895 -0.499  0.205
42 H 5.246 -1.588 0.909  0.213
43 H 3.763 -2.902 2.015  0.154
44 H 4.669 -3.833 0.907  0.154
45 H 2.235 -4.260 0.769  0.480



(three) is favored, and the nearest alternative lies 0.0449 hartree above it.



(one)
C4H5ClN2 | ωB97M-V with the def2-TZVPD basis set

LUMO energy (spin up / spin down), eV: -0.409 / 0.024
Frontier orbital gap (spin up / spin down), Eh: 0.2943 / 0.3069
HOMO energy (spin up / spin down), eV: -8.42 / -8.33

Last column: natural (NBO) charge in e.
CARTESIAN COORDINATES (ANGSTROEM)
1 C -0.708 0.249 -0.007  0.320
2 C 1.878 0.839 1.661  0.253
3 C -0.723 -1.112 -0.518  -0.544
4 C -1.588 -0.243 -1.603  -0.218
5 N -1.344 0.993 -0.850  -0.444
6 N 1.763 1.309 2.760  -0.652
7 Cl 3.143 0.483 0.622  0.017
8 H 0.116 -1.669 -0.862  0.238
9 H -1.410 -1.927 -0.113  0.237
10 H -0.869 -0.248 -2.562  0.195
11 H -2.689 -0.495 -1.855  0.215
12 H 2.432 1.821 3.328  0.384



(two)
C4H5ClN2 | ωB97M-V with the def2-TZVPD basis set

LUMO energy, eV: 0.209
Frontier orbital gap, Eh: 0.3351
HOMO energy, eV: -8.91
SMILES: ClC1=CCNN=C1

Last column: natural (NBO) charge in e.
CARTESIAN COORDINATES (ANGSTROEM)
1 C -1.304 0.079 0.078  -0.074
2 C -0.495 1.114 -0.014  -0.194
3 C 1.077 0.843 0.262  -0.263
4 C -0.651 -1.251 0.256  -0.047
5 H -0.828 2.050 -0.575  0.230
6 H 1.570 1.567 -0.337  0.227
7 H 1.221 0.622 1.323  0.209
8 H 2.115 -0.619 -0.670  0.354
9 H -1.420 -2.188 0.387  0.212
10 N 1.190 -0.452 -0.548  -0.426
11 N 0.627 -1.584 -0.029  -0.205
12 Cl -3.102 -0.180 -0.133  -0.023



(three)
C4H5ClN2 | ωB97M-V with the def2-TZVPD basis set

LUMO energy, eV: -0.336
Frontier orbital gap, Eh: 0.3312
HOMO energy, eV: -9.35

Last column: natural (NBO) charge in e.
CARTESIAN COORDINATES (ANGSTROEM)
1 C -1.177 0.405 -0.105  -0.149
2 C -1.268 1.764 -0.224  -0.384
3 C 0.215 -0.377 -0.005  0.080
4 C 3.500 -0.060 0.095  -0.059
5 H -0.349 2.138 -0.144  0.210
6 H -2.170 2.374 0.076  0.225
7 H 0.296 -1.508 -0.759  0.218
8 H 3.867 1.082 0.815  0.190
9 H 4.357 -0.731 -0.240  0.188
10 N 1.329 0.321 0.312  -0.298
11 N 2.314 -0.508 -0.317  -0.311
12 Cl -2.301 -0.732 0.101  0.090



(two) is favored, and the nearest alternative lies 0.1030 hartree above it.



(one)
CHO4PS | ωB97M-V with the def2-TZVPD basis set

LUMO energy, eV: 6.175
Charge: -2
Frontier orbital gap, Eh: 0.2199
HOMO energy, eV: 0.19

Last column: natural (NBO) charge in e.
CARTESIAN COORDINATES (ANGSTROEM)
1 C 0.014 -0.268 -0.580  -0.808
2 O 0.386 -1.183 2.004  -1.230
3 O 2.134 0.254 0.933  -1.237
4 O -0.182 1.299 1.229  -1.220
5 O -2.045 0.072 -2.123  -1.064
6 P 0.713 0.036 1.163  2.378
7 S -1.602 -0.109 -0.702  1.022
8 H 0.581 -0.102 -1.924  0.159



(two)
CHO4PS | ωB97M-V with the def2-TZVPD basis set

LUMO energy, eV: 5.534
Charge: -2
Frontier orbital gap, Eh: 0.2104
HOMO energy, eV: -0.19
SMILES: O=P([O-])([O-])OC=S

Last column: natural (NBO) charge in e.
CARTESIAN COORDINATES (ANGSTROEM)
1 C 0.690 -0.754 -0.063  0.134
2 O -2.986 -1.511 -0.494  -1.227
3 O -1.889 -0.299 1.488  -1.235
4 O -1.627 0.629 -0.886  -1.239
5 O -0.359 -1.607 -0.200  -0.712
6 P -1.965 -0.536 0.005  2.483
7 S 2.264 -1.218 -0.021  -0.399
8 H 0.422 0.296 0.007  0.195



(two) is favored, and the nearest alternative lies 0.1361 hartree above it.